1.
# C5H7ClO

A single C5H7ClO molecule in a non-equilibrium geometry (ωB97M-V/def2-TZVPD, the Open Molecules 2025 dataset).

Each line ends with the Mulliken charge.
Cartesian coordinates (Å):
C -0.522 -0.401 -0.059  -0.3077
C -1.939 0.009 0.156  -0.2616
C 0.697 0.193 0.345  -0.1931
C -3.132 -0.438 -0.324  -0.1806
C 3.006 0.315 -0.110  -0.6338
O 1.802 -0.524 0.042  -0.3623
Cl -4.584 0.323 0.109  -0.1839
H -0.440 -1.338 -0.418  0.3915
H -2.046 0.899 0.867  0.1756
H 0.644 1.083 0.919  0.4294
H -3.225 -1.418 -0.907  0.3097
H 2.678 1.369 -0.239  0.3554
H 3.367 -0.199 -1.016  0.2087
H 3.693 0.126 0.634  0.2528

Calculated values
Maximum force   5.92 eV/Å
Energy relative to the best compared isomer or geometry (same formula, charge and spin)   226.81 kJ/mol
Highest occupied orbital energy   -7.892 eV
SMILES string   CO/C=C/C=C/Cl
Kohn-Sham gap   8.73 eV

***

2.
# C4H8B2

A single C4H8B2 molecule in a non-equilibrium geometry (ωB97M-V/def2-TZVPD, the Open Molecules 2025 dataset).

Each line ends with the Mulliken charge.
Cartesian coordinates (Å):
B 0.939 -1.624 0.589  0.2163
B 0.155 2.104 -0.047  0.2926
C 0.619 -0.917 -1.635  -0.8375
C -1.629 0.438 1.022  -0.7566
C 0.210 -0.710 -0.377  0.2353
C -0.546 0.426 0.213  0.0131
H 1.144 -2.620 0.194  -0.1136
H 1.205 -1.530 1.690  -0.0743
H -0.469 2.821 0.610  -0.0794
H 0.848 2.185 -0.911  -0.0480
H 0.300 -0.239 -2.421  0.2537
H 1.143 -1.767 -1.914  0.3775
H -2.247 -0.459 1.119  0.2744
H -1.996 1.445 1.383  0.2465

Calculated values
Maximum force   5.91 eV/Å
Energy relative to the best compared isomer or geometry (same formula, charge and spin)   153.55 kJ/mol
Highest occupied orbital energy   -9.320 eV
SMILES string   BC(=C)C(B)=C
Kohn-Sham gap   9.05 eV

***

3.
# C30H38N8O3RuS2

A molecular structure, C30H38N8O3RuS2 (ωB97M-V/def2-TZVPD, the Open Molecules 2025 dataset).

Each line ends with the Mulliken charge.
Cartesian coordinates (Å):
Ru -0.451 0.156 1.790  -0.6485
C -3.118 1.091 -3.357  -0.9516
C -3.555 2.153 -2.358  -0.5988
N -2.530 2.431 -1.322  0.0302
C -1.765 3.682 -1.469  -0.9334
C -0.590 3.544 -2.423  -0.8393
C -2.320 1.534 -0.379  0.6311
S -0.920 1.935 0.704  -0.2251
N -3.091 0.471 -0.336  -0.0345
C -3.053 -0.552 0.504  -0.6192
O -2.196 -0.746 1.434  0.7226
C -4.110 -1.566 0.376  0.8717
C -5.246 -1.305 -0.391  -0.3309
C -6.238 -2.263 -0.501  -0.8194
C -6.096 -3.486 0.139  -0.4273
C -4.962 -3.756 0.895  -1.0486
C -3.972 -2.798 1.017  -0.1800
H -3.899 0.972 -4.107  0.3812
H -2.966 0.131 -2.868  0.2353
H -2.201 1.377 -3.869  0.2934
H -4.467 1.850 -1.849  0.3266
H -3.741 3.101 -2.857  0.4145
H -1.439 4.023 -0.487  0.5092
H -2.471 4.429 -1.828  0.4500
H 0.101 2.768 -2.091  0.2343
H -0.051 4.489 -2.474  0.3978
H -0.925 3.296 -3.429  0.2936
H -5.347 -0.351 -0.887  0.4587
H -7.123 -2.057 -1.088  0.4479
H -6.871 -4.235 0.045  0.4271
H -4.850 -4.715 1.380  0.4438
H -3.077 -3.009 1.585  0.2746
C 3.265 -7.015 0.555  -1.4718
C 2.621 -5.686 0.299  0.9162
C 1.402 -5.352 0.894  -1.0304
C 0.789 -4.143 0.633  -0.1960
C 1.415 -3.247 -0.228  0.0241
C 2.628 -3.551 -0.840  -0.3502
C 3.219 -4.770 -0.569  -0.9032
S 0.638 -1.740 -0.594  1.1756
O -0.774 -1.896 -0.698  -0.5847
O 1.403 -0.997 -1.542  -0.6604
N 0.824 -0.840 0.883  0.6860
C 1.991 -0.101 1.195  0.6123
C 3.294 -0.208 0.773  -0.7866
C 4.181 0.729 1.296  -0.4779
C 3.741 1.708 2.176  -0.9470
C 2.403 1.742 2.531  -0.2436
N 1.556 0.836 2.050  0.2847
H 2.821 -7.518 1.411  0.3709
H 4.335 -6.903 0.730  0.3862
H 3.145 -7.662 -0.316  0.3255
H 0.923 -6.062 1.557  0.3856
H -0.173 -3.902 1.069  0.3923
H 3.074 -2.855 -1.537  0.5767
H 4.156 -5.025 -1.048  0.4417
H 3.603 -0.963 0.068  0.4699
H 5.222 0.695 1.002  0.4737
H 4.423 2.441 2.580  0.4481
H 2.006 2.492 3.202  0.5770
C 0.152 0.347 4.737  -0.8822
N -0.199 0.034 6.093  0.1917
C -1.497 0.633 6.414  -0.6718
N -2.541 0.108 5.529  0.1335
C -2.237 0.429 4.170  -0.5783
N -0.882 -0.182 3.765  1.3901
C -0.994 -1.693 3.997  -0.6136
N -1.328 -1.971 5.362  0.2254
C -0.295 -1.421 6.246  -0.6696
C -2.616 -1.349 5.686  -0.6316
H 1.111 -0.106 4.485  0.1797
H 0.207 1.428 4.602  0.1571
H -1.437 1.717 6.303  0.3378
H -1.753 0.402 7.446  0.3444
H -2.154 1.509 4.036  0.3601
H -2.986 0.020 3.497  0.0555
H -0.025 -2.132 3.744  0.2425
H -1.763 -2.063 3.322  -0.0189
H 0.667 -1.877 6.010  0.3491
H -0.548 -1.655 7.279  0.3363
H -2.876 -1.583 6.717  0.3464
H -3.390 -1.746 5.028  0.3344

Calculated values
Maximum force   0.15 eV/Å
Energy relative to the best compared isomer or geometry (same formula, charge and spin)   5.51 kJ/mol
Net charge   +2
Highest occupied orbital energy   -14.013 eV
Kohn-Sham gap   6.56 eV

***

4.
# C28H52Cl5F3KLiN6NaO10

A molecular structure, C28H52Cl5F3KLiN6NaO10 in a non-equilibrium geometry (ωB97M-V/def2-TZVPD, the Open Molecules 2025 dataset).

Each line ends with the Mulliken charge.
Cartesian coordinates (Å):
C 2.163 5.220 4.468  -0.6370
O 1.962 4.432 3.239  -0.2259
C 2.631 3.161 3.507  -0.5228
C 1.646 1.935 3.898  -0.4135
C 0.094 2.148 3.475  0.6397
C -0.899 2.463 4.731  -1.1634
C -2.347 1.767 4.379  0.7173
C -3.230 2.670 3.362  -0.6922
C -3.881 1.860 2.124  -0.8863
C -2.837 0.953 1.288  0.0040
C -3.107 -0.660 1.458  -0.3991
C -2.238 -1.542 0.408  -0.1908
C -1.891 -3.050 0.965  -0.9455
N -0.567 -2.935 1.664  -0.0725
C 0.690 -3.023 0.876  0.1010
C 0.890 -3.269 -0.704  -0.5147
C 2.464 -3.723 -0.976  0.1827
O 2.707 -4.915 -1.445  -0.3993
Cl 3.902 -2.589 -0.648  -0.1112
N 1.793 -2.844 1.830  -0.4290
C 1.077 -2.661 3.126  0.1833
N 1.879 -2.442 4.198  0.1563
O 3.224 -2.381 3.938  -0.4250
N -0.383 -2.746 3.030  0.4905
C -1.386 -2.636 4.135  0.6919
C -0.976 -3.392 5.506  -0.6200
C -1.320 -2.366 6.724  -0.3408
N -0.362 -1.202 6.773  -0.3736
H 3.293 5.400 4.614  0.2668
H 1.626 6.236 4.421  0.2430
H 1.671 4.608 5.327  0.2811
H 3.419 3.245 4.365  0.3210
H 3.242 2.895 2.547  0.2585
H 2.021 1.007 3.289  -0.0988
H 1.808 1.674 5.011  0.3906
H -0.267 1.123 3.043  -0.4175
H -0.080 2.957 2.675  0.2758
H -1.068 3.602 4.909  0.2872
H -0.487 2.051 5.747  0.4203
H -2.192 0.671 4.052  -0.8315
H -2.912 1.731 5.404  0.3824
H -4.127 3.083 3.990  0.2984
H -2.593 3.584 3.058  0.3209
H -4.282 2.667 1.379  0.2698
H -4.807 1.279 2.493  0.3977
H -3.020 1.164 0.157  0.4120
H -1.743 1.244 1.496  -0.2718
H -2.836 -0.903 2.552  -0.0902
H -4.255 -0.865 1.356  0.3194
H -2.737 -1.567 -0.640  0.3824
H -1.228 -0.980 0.272  0.1444
H -2.757 -3.387 1.660  0.3570
H -1.859 -3.786 0.060  0.2482
H 0.222 -4.199 -1.003  0.4372
H 0.549 -2.375 -1.375  0.3989
H 1.497 -2.271 5.145  0.1245
H 3.335 -1.447 3.584  0.3798
H -1.557 -1.512 4.373  -0.7460
H -2.395 -3.098 3.775  0.1956
H -1.685 -4.310 5.656  0.3694
H 0.097 -3.809 5.534  0.2878
H -1.412 -2.925 7.741  0.1982
H -2.388 -1.928 6.514  0.3088
H -0.477 -0.773 7.714  0.2863
H -0.626 -0.500 6.060  0.0388
C -1.289 3.415 -0.469  0.8629
O -0.772 2.284 -0.685  -0.8009
O -1.144 4.209 -1.536  -0.5430
O -1.873 3.874 0.519  -0.5926
H -0.679 3.503 -2.020  0.2394
Na 0.288 3.125 -3.031  0.9244
C 0.183 2.749 -7.797  -0.3813
O 0.232 2.798 -6.376  -0.4856
H -0.106 1.743 -8.105  0.0430
H -0.556 3.465 -8.163  0.3137
H 1.167 2.984 -8.206  0.2247
H 0.490 3.698 -6.129  0.3051
Cl 2.320 5.850 1.936  -0.7836
O 6.070 -5.233 -1.291  -0.8512
H 5.339 -4.716 -0.982  0.1544
Li 4.845 6.949 1.678  0.7493
C 1.519 -3.050 9.856  0.0014
Cl -0.061 -3.664 10.367  -0.1319
Cl 2.820 -3.933 10.667  -0.1119
Cl 1.691 -3.165 8.097  -0.0637
H 1.587 -2.000 10.140  0.3018
K 1.010 -3.158 -3.412  0.9787
C -0.114 -1.540 -12.261  -0.9092
C 1.375 -1.813 -12.173  -0.2007
O 2.097 -0.602 -11.897  -0.3255
C 2.138 -0.217 -10.599  0.3956
O 1.608 -0.822 -9.694  -0.5164
C 2.973 1.051 -10.442  0.8457
F 2.690 1.984 -11.382  -0.2525
F 4.300 0.799 -10.546  -0.2529
F 2.792 1.654 -9.244  -0.2430
H -0.318 -0.754 -12.994  0.2939
H -0.657 -2.443 -12.549  0.3689
H -0.508 -1.191 -11.302  0.1673
H 1.737 -2.184 -13.135  0.3236
H 1.602 -2.581 -11.426  0.2975
C -2.778 0.006 -5.830  -0.7081
C -2.199 -0.441 -7.150  0.4755
N -1.740 -0.796 -8.201  -0.4692
H -2.116 0.738 -5.363  0.1548
H -3.757 0.463 -5.989  0.2871
H -2.890 -0.851 -5.163  0.2644

Calculated values
Maximum force   9.69 eV/Å
Net charge   +1
Highest occupied orbital energy   -6.809 eV
Kohn-Sham gap   2.65 eV

***

Among the records above, which one has the highest highest occupied orbital energy? C28H52Cl5F3KLiN6NaO10

***

Which of these has the highest maximum force? C28H52Cl5F3KLiN6NaO10

***

Kohn-Sham gap of number 3 (C30H38N8O3RuS2)? 6.56 eV